Entry from OMol25: C34H45CoN7 as an isolated structure in a non-equilibrium geometry (the ωB97M-V functional and the def2-TZVPD basis).

## Properties
Net charge ... -1
2S+1 ... 5
Kohn-Sham gap (alpha / beta) ... 5.015 / 6.466 eV
Strongest force on any atom ... 0.157 hartree/bohr
Energy relative to the best compared isomer or geometry (same formula, charge and spin) ... 101.5 kcal per mole
Total energy ... -3088.25509 Ha

The geometry in XYZ format:
```
87
Properties=species:S:1:pos:R:3:forces:R:3
Co 0.395 -0.207 -0.155 -3.12 -3.76 -0.95
N -0.954 -2.531 -1.911 5.01 0.46 5.07
N -3.916 -0.747 2.421 -0.67 0.19 0.21
N -3.301 -0.285 0.100 -0.74 0.04 0.37
N -0.090 -0.943 -3.126 1.44 -0.62 -1.12
N 0.237 -2.520 3.154 0.37 0.67 1.71
N -5.174 -1.798 0.601 -0.17 0.36 0.09
N -5.400 0.616 1.027 -0.08 -0.15 0.08
C 3.301 0.699 -1.112 0.04 -0.10 -0.23
C -1.527 0.988 -3.758 0.38 -0.40 -0.06
C -4.855 0.404 2.389 0.36 -0.67 -0.57
C -0.864 -3.417 1.216 0.32 0.19 -0.34
C 0.273 -2.184 -3.775 -0.21 -0.79 4.52
C 1.796 -0.349 -5.099 0.71 0.15 -0.60
C -4.028 -1.515 -0.296 -0.02 0.27 0.30
C 0.165 -2.506 1.823 -0.09 -1.85 0.46
C 0.141 0.769 2.930 -0.10 -0.06 0.29
C 0.545 0.468 -4.971 -0.46 0.03 0.94
C -0.346 0.202 -3.890 0.03 0.85 -1.04
C -1.711 -4.179 2.048 0.72 0.35 1.07
C 0.048 1.771 0.493 0.84 0.11 0.22
C -1.517 -4.083 3.454 0.41 0.16 0.65
C -2.546 0.622 -2.714 -0.14 0.13 0.50
C 0.841 2.607 -1.829 -0.23 -0.05 -0.43
C 1.329 -1.751 1.394 -4.51 -4.29 -5.13
C 2.814 -0.394 1.859 1.32 1.87 -0.10
C -0.362 -1.275 -1.747 -4.52 0.11 -2.44
C -0.845 2.334 -5.687 -0.36 -0.45 0.68
C -6.085 -0.626 0.591 0.78 -0.09 0.20
C 0.903 1.684 -0.663 1.02 0.92 0.97
C -4.665 -1.947 1.983 0.23 0.44 -0.28
C -2.819 -0.490 1.478 0.07 -0.07 -0.05
C -0.490 -3.247 3.950 -1.23 -0.47 -0.49
C 1.859 0.433 1.038 1.46 1.23 0.75
C 0.054 -3.075 -2.702 -1.31 -1.04 -3.96
C -4.263 0.850 0.114 0.16 -0.50 0.20
C -1.107 3.455 -6.644 0.04 0.13 -0.24
C -1.760 2.051 -4.645 0.92 -0.26 -0.34
C 2.036 0.849 -0.330 0.69 1.52 0.85
C -1.097 2.712 0.653 -0.34 0.11 -0.14
C 0.628 0.980 1.535 0.50 0.86 -0.18
C 0.288 1.530 -5.835 0.16 0.13 -0.31
H -0.988 -3.528 0.114 0.32 0.48 0.88
H -1.712 2.456 1.527 0.12 0.08 -0.25
H 3.263 0.194 2.653 0.43 0.25 0.30
H -4.662 1.000 -0.900 0.14 -0.05 0.24
H 4.022 1.492 -0.856 -0.14 -0.18 -0.09
H -3.176 -0.228 -3.029 0.28 0.21 -0.07
H -2.661 2.674 -4.540 0.41 -0.36 0.02
H -0.200 2.815 -2.098 0.19 0.05 -0.10
H 3.106 0.756 -2.191 0.08 -0.03 0.19
H -1.688 3.108 -7.508 0.05 0.09 0.10
H 2.337 -0.429 -4.143 -0.31 -0.10 -0.26
H -2.281 0.411 1.801 -0.12 -0.29 -0.10
H 0.562 -4.071 -2.509 -1.51 0.86 -0.71
H -2.131 -1.353 1.497 -0.28 0.43 -0.05
H 1.620 -1.367 -5.472 0.24 0.61 0.15
H -1.671 4.254 -6.158 0.04 0.03 -0.09
H -3.740 1.763 0.440 -0.13 -0.31 -0.15
H 0.036 -0.297 3.182 0.03 0.36 -0.11
H 1.687 -2.241 0.433 0.53 0.85 1.02
H -0.162 3.861 -7.023 -0.20 0.03 0.04
H -6.916 -0.832 1.280 0.10 0.09 -0.22
H -6.459 -0.474 -0.432 0.02 -0.05 0.26
H -4.313 1.309 2.701 -0.18 -0.19 -0.04
H 0.336 -2.440 -4.785 0.43 0.09 -1.05
H 2.463 0.129 -5.819 0.08 0.14 0.00
H 0.866 1.184 3.645 -0.15 0.01 -0.05
H -0.825 1.259 3.110 0.23 -0.06 0.00
H 3.564 -0.889 1.233 -0.06 0.20 0.32
H 3.785 -0.266 -0.910 -0.08 0.17 -0.10
H -3.215 1.472 -2.530 0.07 -0.06 -0.10
H -2.111 0.321 -1.743 -0.18 0.29 -0.68
H -0.219 -3.109 5.011 -0.60 -0.46 -0.36
H 1.329 2.167 -2.706 -0.14 0.14 0.05
H 1.019 1.746 -6.654 -0.69 -0.17 0.74
H -2.079 -4.619 4.222 -0.14 -0.12 -0.61
H 2.210 -1.290 2.352 0.23 0.16 -0.15
H 1.336 3.572 -1.620 -0.10 -0.25 0.05
H -0.737 3.744 0.804 -0.08 -0.23 -0.07
H -4.409 -1.390 -1.320 0.13 -0.08 0.21
H -4.003 -2.822 2.042 -0.22 0.28 -0.03
H -1.742 2.710 -0.238 0.09 0.05 0.23
H -5.531 -2.073 2.649 0.25 -0.10 -0.09
H -5.683 0.193 3.080 0.17 0.15 -0.12
H -2.512 -4.902 1.709 1.12 1.08 -0.10
H -3.328 -2.362 -0.256 -0.14 0.26 -0.14
```
Forces are in eV/Å.

Löwdin atomic charge list, values in e, 6 entries: number 1, Co, carries 0.54; number 2, N, carries 0.01; number 3, N, carries -0.08; number 4, N, carries -0.08; number 5, N, carries -0.06; number 6, N, carries 0.01